Record 1
DFT (the ωB97M-V functional and the def2-TZVPD basis) results for 2 unconnected molecules or ions with the total composition C13H22FO6S in a non-equilibrium geometry.

Cartesian coordinates (Å):
S (-1.0787, 1.3398, -4.1047)
F (-2.3544, 0.4942, -4.7201)
O (-2.3238, 0.4188, 0.8485)
O (-1.3964, 2.7247, -4.3175)
O (1.8086, -0.8472, -0.9302)
O (-2.3331, -1.2117, -0.7069)
O (0.1558, -2.3201, -0.7715)
O (0.0854, 0.7428, -4.6868)
C (1.2107, -0.7162, 2.8551)
C (2.5413, -1.9111, -1.5619)
C (-1.2677, 0.9248, -2.4172)
C (-4.2828, 1.5893, 1.4898)
C (1.5682, 0.2890, 1.7279)
C (-0.7804, 1.7009, -1.4152)
C (2.4016, -1.0600, 3.7645)
C (3.9361, -1.3827, -1.8344)
C (-3.7557, 0.2763, 1.0014)
C (0.4328, 0.8862, 0.8221)
C (0.5184, -1.1458, -0.6506)
C (-0.2701, 0.0168, -0.1970)
C (-1.7080, -0.4025, -0.0532)
H (0.8839, 1.7745, 0.3097)
H (-5.3625, 1.5491, 1.5920)
H (3.8525, -0.4262, -2.3759)
H (2.5613, -2.8107, -0.9329)
H (-0.4095, 1.2540, 1.4238)
H (2.8330, -0.1778, 4.2540)
H (1.9483, 1.2051, 2.2127)
H (4.4915, -1.2089, -0.8953)
H (2.0236, -1.7184, 4.5475)
H (-3.9539, -0.5405, 1.6991)
H (2.3570, -0.1077, 1.0586)
H (3.1925, -1.5967, 3.2281)
H (-4.0496, 2.3720, 0.7721)
H (-4.1748, 0.0140, 0.0322)
H (0.1250, 2.3432, -1.6094)
H (4.4980, -2.1028, -2.4489)
H (-1.7669, -0.0328, -2.2716)
H (-3.8615, 1.8706, 2.4527)
H (2.0157, -2.1312, -2.4953)
H (-1.5129, 1.9421, -0.5492)
H (0.4114, -0.2413, 3.4546)
H (0.7899, -1.6356, 2.3992)

Computed properties:
charge = -1
F_max = 3.586 eV/A
calculated total energy = -1458.000484 hartree

***

Record 2
DFT (the ωB97M-V functional and the def2-TZVPD basis) results for a molecular structure, C13H22I2N5PdS in a non-equilibrium geometry.

Cartesian coordinates (Å):
I (1.4973, -3.0138, 2.4320)
I (0.8023, -0.0174, 3.7029)
Pd (-0.3628, -1.3378, 1.7748)
S (-2.3341, -2.5564, 1.0721)
N (-0.9042, -2.4326, -1.1727)
N (-1.4780, 1.6634, 1.2718)
N (0.8898, 0.5616, 0.0332)
N (-3.0429, 3.7887, 1.7844)
N (-2.3945, -0.6878, -0.8257)
C (4.0824, -0.3682, 0.9023)
C (5.2989, -0.4546, -1.6102)
C (2.0018, 0.3069, -0.1227)
C (6.0159, -0.7705, -0.4640)
C (-1.8174, -1.8604, -0.3980)
C (-2.2458, -0.2178, -2.2184)
C (5.4128, -0.7286, 0.7853)
C (-2.4366, 1.5234, 2.4053)
C (-1.8216, -1.3524, -3.1348)
C (3.9681, -0.0914, -1.5165)
C (3.3668, -0.0501, -0.2571)
C (-0.5853, -1.9920, -2.5280)
C (-3.5972, 2.4838, 2.1373)
H (3.5887, -0.3376, 1.8644)
H (-4.2594, 2.4847, 3.0063)
H (0.2336, -1.2676, -2.4934)
H (-1.8948, 1.7662, 3.3173)
H (5.7817, -0.4901, -2.5771)
H (7.0572, -1.0522, -0.5461)
H (-1.6004, -0.9691, -4.1293)
H (-1.5064, 2.6534, 0.9775)
H (-3.1957, 0.2156, -2.5267)
H (-0.5643, -3.3263, -0.8492)
H (-3.3199, -0.5965, -0.4309)
H (-2.7491, 0.4817, 2.4727)
H (-2.6219, -2.0893, -3.2230)
H (-0.5126, 1.3838, 1.4986)
H (-4.1912, 2.1232, 1.2943)
H (-3.7113, 4.3522, 1.2762)
H (-1.7231, 1.0568, 0.4792)
H (3.3993, 0.1620, -2.4009)
H (-0.2442, -2.8556, -3.0940)
H (-2.7721, 4.3151, 2.6073)
H (-1.4909, 0.5729, -2.2468)
H (5.9811, -0.9793, 1.6703)

Computed properties:
charge = +1
F_max = 1.470 eV/A
calculated total energy = -1903.659757 hartree
energy above the lowest of the compared OMol25 structures with the same formula, charge and spin = 76.7 kJ/mol

***

Record 3
DFT (the ωB97M-V functional and the def2-TZVPD basis) results for C13H22N2S in the gas phase in a non-equilibrium geometry.

Cartesian coordinates (Å):
S (1.8229, 3.7604, 2.1425)
N (0.3865, 1.5292, 1.5313)
N (0.5841, 1.9994, 3.8419)
C (-0.3018, 0.6649, -1.7598)
C (-0.3793, -0.7232, -1.0739)
C (-0.0153, 0.6567, 4.1181)
C (1.1831, 0.9263, -1.9917)
C (0.9299, -0.7763, -0.2782)
C (0.8059, 2.3417, 2.4787)
C (-0.3720, -1.8141, -2.1334)
C (0.7776, 2.9683, 4.9041)
C (-0.6451, 1.7095, -0.6907)
C (0.6199, 1.7645, 0.1096)
C (1.7582, -1.9383, -0.8991)
C (1.4879, 0.6434, -0.5255)
C (0.6798, -2.7854, -1.5974)
H (1.0784, -3.3722, -2.4225)
H (2.5493, 0.7475, -0.2465)
H (-1.5022, 1.3784, -0.1068)
H (2.3574, -2.5102, -0.1603)
H (-1.2346, -0.8332, -0.4099)
H (0.7244, -0.9108, 0.7747)
H (1.0412, 2.7587, -0.0641)
H (0.7184, -0.1036, 3.8530)
H (-0.3340, 0.4965, 5.1488)
H (1.6085, 0.2424, -2.7268)
H (-0.8925, 0.4809, 3.5048)
H (0.1641, 3.8388, 4.6550)
H (-0.0563, -1.4258, -3.1027)
H (2.4708, -1.5764, -1.6782)
H (-0.8923, 0.6818, -2.6594)
H (0.2077, -3.4816, -0.8481)
H (1.4045, 4.4227, 3.1937)
H (0.4868, 2.6048, 5.8881)
H (1.3209, 1.9866, -2.2470)
H (-1.3640, -2.2154, -2.2605)
H (1.8065, 3.2686, 4.9248)
H (-0.8764, 2.7037, -1.0779)

Computed properties:
F_max = 2.965 eV/A
SMILES string = CN(C)/C(S)=N/[C@@H]1C[C@H]2C[C@@H]1[C@@H]1CCC[C@H]21
calculated total energy = -1016.216386 hartree
energy above the lowest of the compared OMol25 structures with the same formula, charge and spin = 155.7 kJ/mol

***

Record 4
DFT (the ωB97M-V functional and the def2-TZVPD basis) results for 2 unconnected molecules or ions with the total composition C13H23BCl4OSi2 in a non-equilibrium geometry.

Cartesian coordinates (Å):
Cl (-4.0061, 0.4239, -3.6015)
Cl (-0.9479, 0.3714, -3.8030)
Cl (-2.9493, -3.5562, 3.9766)
Cl (-2.3539, 2.8194, -2.6061)
Si (1.1854, 1.8087, -1.2585)
Si (1.9628, -0.1428, 1.0238)
O (-2.3828, 0.4075, -1.4113)
C (-2.7388, -0.6569, 1.2573)
C (-2.3213, -3.4403, 1.3620)
C (1.9436, 1.7342, -2.9647)
C (1.6158, -1.5936, -0.1229)
C (2.4927, 1.3493, 0.0126)
C (-2.7350, -2.7299, 2.5009)
C (-2.0151, -2.7404, 0.2013)
C (0.3869, 0.2821, 1.9577)
C (0.6237, 3.5487, -0.8885)
C (-2.1522, -1.3363, 0.1595)
C (-2.9839, -1.3485, 2.4343)
C (3.2674, -0.6009, 2.2863)
C (-1.7081, -0.6150, -1.0166)
B (-2.4345, 0.9734, -2.7937)
H (-0.1759, 3.8503, -1.5788)
H (1.4749, 4.2356, -1.0067)
H (1.2050, 2.0132, -3.7283)
H (2.3157, 0.7261, -3.1958)
H (3.4527, 1.1681, -0.5110)
H (2.6577, 2.2277, 0.6697)
H (0.8735, -1.3704, -0.8954)
H (2.9529, -1.4938, 2.8382)
H (-0.4377, 0.5851, 1.3011)
H (4.2345, -0.8177, 1.8208)
H (2.5312, -1.9240, -0.6328)
H (0.0470, -0.5978, 2.5220)
H (-3.3434, -0.8261, 3.3154)
H (-2.9350, 0.4140, 1.1757)
H (0.5494, 1.0949, 2.6786)
H (-1.6595, -3.2578, -0.6948)
H (-0.9671, -1.0800, -1.6797)
H (1.2312, -2.4426, 0.4588)
H (2.7883, 2.4372, -3.0132)
H (3.4142, 0.2044, 3.0148)
H (-2.2105, -4.5198, 1.4106)
H (0.0058, 0.7758, -1.1142)
H (0.2456, 3.6398, 0.1394)

Computed properties:
F_max = 2.799 eV/A
calculated total energy = -3029.176331 hartree

***

Record 5
DFT (the ωB97M-V functional and the def2-TZVPD basis) results for a molecular structure, C13H23BMgNO3P in a non-equilibrium geometry.

Cartesian coordinates (Å):
P (-2.0130, -2.1570, 1.6502)
Mg (3.1634, -0.2019, 4.0355)
O (4.1851, -1.1404, -2.6383)
O (-2.0557, -2.1282, -0.1251)
O (-2.3104, 0.7572, 2.4592)
N (2.6070, 1.8492, 0.3690)
C (-2.4679, 2.4536, 0.4591)
C (1.6877, -1.6483, -3.6656)
C (0.1842, -0.2396, 2.5921)
C (2.7450, -0.7330, -2.7516)
C (0.5479, 0.9382, -2.1377)
C (-3.8119, -2.5719, 2.1460)
C (-3.0184, 1.1082, 1.2179)
C (2.1765, 0.6090, -1.9465)
C (3.1664, 1.5130, -0.9956)
C (-0.4757, 0.0253, -3.0446)
C (0.8733, 0.1717, 1.1627)
C (2.4493, 0.6143, 1.2503)
C (0.0842, -1.3203, -3.8181)
B (-1.4505, -0.4344, 2.2692)
H (2.7668, 0.7942, 2.3728)
H (4.2187, 1.0120, -0.8255)
H (-1.6059, 0.3389, -3.0908)
H (3.2963, 2.4525, 0.9094)
H (0.5414, -1.3203, 2.9521)
H (-4.6193, -2.0050, 1.4795)
H (-0.6847, -1.9709, -4.4416)
H (-3.9277, -2.3358, 3.2894)
H (-3.9319, -3.7506, 2.0031)
H (3.0993, -0.2706, 0.8128)
H (0.2805, 1.1252, 0.7687)
H (0.3495, 0.5792, 3.4319)
H (3.3190, 2.5510, -1.5646)
H (-2.7877, 2.3863, -0.6851)
H (4.6690, -0.5858, -3.3457)
H (-2.8355, -2.7018, -0.4514)
H (-1.3053, 2.5900, 0.4655)
H (0.1275, 1.8946, -1.5604)
H (-3.0628, 0.2455, 0.4181)
H (-2.9535, 3.4466, 0.8767)
H (0.8018, -0.6884, 0.3550)
H (-4.1438, 1.3463, 1.5368)
H (2.1218, -2.5979, -4.1945)

Computed properties:
charge = +2
F_max = 5.422 eV/A
calculated total energy = -1354.784147 hartree

***

Record 6
DFT (the ωB97M-V functional and the def2-TZVPD basis) results for a gas-phase ion, C13H23BN4O3PS (charge +1) in a non-equilibrium geometry.

Cartesian coordinates (Å):
S (-4.8651, 0.9648, -2.7770)
P (0.6346, 2.0701, 0.9059)
O (-5.0967, -0.6022, 0.4825)
O (3.8229, -3.3270, 1.2943)
O (-3.9035, -2.1418, 1.8482)
N (-2.9114, -0.7064, -1.7761)
N (-1.7222, 0.4805, 1.3125)
N (-2.2671, -0.1379, -0.6460)
N (2.7438, -2.0048, -0.2520)
C (-3.7293, 0.0935, -2.2732)
C (-0.4061, 0.8733, -2.1126)
C (1.0313, -1.2526, -1.9274)
C (-1.1011, 0.6199, -0.8138)
C (0.0141, 3.0522, 2.3708)
C (3.5946, -0.7799, -0.1851)
C (-0.8024, 1.0209, 0.4428)
C (1.0139, 0.2836, -2.1758)
C (2.8826, -2.6020, 1.0651)
C (-2.6091, -0.2239, 0.6136)
C (0.9421, 3.3562, -0.3771)
C (1.3295, -1.6572, -0.4758)
C (1.8986, -2.2922, 2.1841)
B (-3.9171, -1.0535, 1.0226)
H (1.5187, 2.9999, -1.2266)
H (0.0295, -1.5985, -2.2074)
H (-0.9983, 2.7333, 2.6258)
H (2.2968, -2.5717, 3.1547)
H (-5.4488, -1.3252, -0.0576)
H (-1.0309, 0.5017, -2.9252)
H (0.9304, -2.7824, 2.0602)
H (0.6951, -2.4988, -0.1960)
H (-0.3623, 1.9561, -2.2415)
H (-1.7514, 0.5780, 2.3148)
H (1.6837, -1.2163, 2.2274)
H (-3.7275, -2.9735, 1.3915)
H (1.6138, 0.7462, -1.3915)
H (1.4541, 0.5232, -3.1430)
H (0.0055, 4.1046, 2.0961)
H (1.5290, 4.1322, 0.1163)
H (4.1912, -0.6499, -1.0870)
H (3.0167, 0.1140, 0.0689)
H (0.0145, 3.8085, -0.7382)
H (1.7262, -1.7401, -2.6110)
H (4.3097, -0.9168, 0.6273)
H (1.0711, -0.8058, 0.1692)
H (0.6562, 2.8476, 3.2225)

Computed properties:
charge = +1
F_max = 2.479 eV/A
SMILES string = CC(=O)N(C)CCCCc1c(P(C)C)[nH]c(B(O)O)[n+]1N=C=S
calculated total energy = -1718.077253 hartree

***

Record 7
DFT (the ωB97M-V functional and the def2-TZVPD basis) results for a molecular structure, C13H23CeClLaN in a non-equilibrium geometry.

Cartesian coordinates (Å):
Ce (-0.7734, -0.3868, -0.7573)
La (-0.1728, -0.0820, -5.3730)
Cl (-0.1268, 1.5661, -3.3002)
N (2.6252, 0.0437, 2.6950)
C (3.2679, -0.4554, 3.8819)
C (2.6686, 1.4755, 2.5530)
C (1.4246, -0.6531, 2.2122)
C (1.7808, -1.2771, -5.8886)
C (-2.6509, 0.6822, -1.5063)
C (-1.5033, -2.4048, -0.3545)
C (-1.2399, 1.1665, 4.2127)
C (-1.9811, 1.0403, 1.8931)
C (-2.1798, 1.4542, 3.2266)
C (0.1429, 0.0647, 2.5400)
C (-0.8155, 0.3702, 1.5765)
C (-2.1116, -0.4426, -6.6492)
C (-0.0819, 0.4525, 3.8764)
H (1.5497, -0.8276, 1.1169)
H (3.7127, 1.7989, 2.6747)
H (2.2836, 1.7926, 1.5720)
H (1.4590, -1.6468, 2.6974)
H (3.3305, -1.5530, 3.8542)
H (-0.8428, -3.1536, 0.0449)
H (2.0221, -1.8008, -4.9320)
H (-2.3476, 0.5580, -7.0835)
H (2.7017, -0.1626, 4.7847)
H (-2.7208, 1.2466, 1.1164)
H (0.6631, 0.2122, 4.6406)
H (2.0697, 1.9600, 3.3432)
H (-1.3783, 1.4717, 5.2534)
H (-3.3762, 0.8064, -0.7073)
H (-3.0928, 2.0102, 3.4910)
H (-2.5323, -2.7544, -0.3112)
H (4.2745, -0.0152, 3.9665)
H (-3.0906, 0.2039, -2.3768)
H (-1.9543, -1.2048, -7.4236)
H (2.5348, -0.4896, -6.1282)
H (1.6270, -1.9754, -6.7211)
H (-2.2953, 1.6623, -1.8197)
H (-2.8701, -0.7531, -5.8910)

Computed properties:
F_max = 2.247 eV/A
calculated total energy = -1530.482553 hartree
energy above the lowest of the compared OMol25 structures with the same formula, charge and spin = 127.0 kJ/mol

***

Record 8
DFT (the ωB97M-V functional and the def2-TZVPD basis) results for 2 unconnected molecules or ions with the total composition C13H23ClN2O4P.

Cartesian coordinates (Å):
Cl (1.9304, 4.2857, -1.7640)
P (2.3288, 2.6215, -0.2587)
O (-1.2609, -3.4093, 2.6550)
O (-0.6963, -1.3792, 3.1223)
O (1.9889, 1.3958, -1.4568)
O (2.7673, 1.3725, 0.8930)
N (1.2412, -2.0903, -1.8523)
N (-1.4072, -2.3517, 3.2336)
C (-2.2511, 0.2409, -0.5599)
C (2.0201, 0.1093, -0.8731)
C (-2.5725, -2.2537, 4.1561)
C (3.1189, 0.2355, 0.1641)
C (-2.9402, -0.9303, 0.0886)
C (-0.5782, 2.0115, -0.4597)
C (-1.2646, 0.9474, 0.1180)
C (1.0715, -2.6694, -0.5333)
C (-2.5736, 0.6183, -1.8515)
C (-0.9397, 2.3826, -1.7523)
C (2.1624, -0.9636, -1.9402)
C (0.5108, 2.7030, 0.3143)
C (-1.9217, 1.6968, -2.4388)
H (-2.4530, -3.0260, 4.9096)
H (-3.9270, -1.0746, -0.3512)
H (0.3497, -1.8347, -2.2530)
H (2.6294, 3.6433, 0.7010)
H (-3.4644, -2.4365, 3.5645)
H (0.5191, 2.2874, 1.3211)
H (-2.3841, -1.8573, -0.0544)
H (0.5083, -2.0473, 0.1680)
H (-2.5760, -1.2620, 4.5915)
H (3.2525, -0.6472, 0.7939)
H (0.2668, 3.7612, 0.3998)
H (-1.0197, 0.6361, 1.1280)
H (-3.3360, 0.0819, -2.4036)
H (-3.0860, -0.7553, 1.1544)
H (-2.1878, 1.9946, -3.4434)
H (3.1926, -1.3345, -1.9558)
H (1.9871, -0.4681, -2.8927)
H (1.0961, -0.0183, -0.3022)
H (2.0502, -2.8802, -0.1048)
H (0.5420, -3.6195, -0.6133)
H (-0.4195, 3.2009, -2.2239)
H (3.6642, 2.6795, -0.7531)
H (4.0613, 0.4032, -0.3850)

Computed properties:
charge = -1
F_max = 0.894 eV/A
calculated total energy = -1721.134090 hartree

***

Question: The highest F_max belongs to which entry?
Answer: C13H23BMgNO3P

***

Question: Look up the F_max of the sixth one.
Answer: 2.479 eV/A

***

Question: What is the calculated total energy in the eighth record?
Answer: -1721.134090 hartree

***

Question: What is the F_max in the second record?
Answer: 1.470 eV/A